Entry 1:
{
  "formula": "C6H13N",
  "method": "the ωB97M-V functional and the def2-TZVPD basis",
  "charge": -1,
  "total_energy_ev": -7920.052,
  "s2": 0.75,
  "orbital_gap_ha": [0.0898, 0.3350],
  "spin_multiplicity": 2,
  "elements": ["C", "C", "C", "C", "C", "C", "N", "H", "H", "H", "H", "H", "H", "H", "H", "H", "H", "H", "H", "H"],
  "coordinates": [[-1.48804, -2.47658, 0.17342], [-0.18048, -1.68376, 0.04566], [-0.59391, -0.15909, 0.16418], [0.46573, 0.84838, -0.08882], [0.12381, 2.13253, -0.43973], [1.22112, 3.16828, -0.69844], [0.78395, -1.94225, 1.07545], [-1.69703, -2.63672, 1.23868], [-1.60610, -3.41292, -0.37890], [-2.33738, -1.86970, -0.14873], [0.25366, -1.71980, -0.96245], [-1.41978, 0.02986, -0.56993], [-1.05261, -0.13681, 1.15531], [1.50543, 0.54529, -0.27734], [-0.89424, 2.42646, -0.71854], [1.27458, 3.83394, 0.18081], [1.02610, 3.81949, -1.55141], [2.10999, 2.57474, -0.91775], [0.74949, -1.19032, 1.75813], [1.75570, -2.15103, 0.96041]],
  "atomic_forces_ev_per_a": [[-0.457, 0.044, 0.364], [-0.137, 1.974, -1.222], [-0.983, -1.534, -0.660], [-0.549, 2.274, -1.274], [1.423, -1.251, -0.514], [-0.981, -0.678, 0.131], [-0.434, -0.072, 1.749], [0.263, -0.271, -0.139], [0.529, -0.088, 0.173], [0.082, 0.153, -0.271], [0.025, -0.624, 0.216], [0.497, -0.140, 0.594], [0.015, 0.535, 0.145], [-0.492, 0.051, 0.842], [0.128, -0.229, 0.869], [0.519, -0.261, -0.207], [-0.156, -0.079, -0.105], [0.374, 0.586, 0.385], [0.067, -0.229, 0.008], [0.267, -0.159, -1.084]]
}



Entry 2:
{
  "formula": "C6H13N",
  "method": "the ωB97M-V functional and the def2-TZVPD basis",
  "total_energy_ev": -7918.779,
  "orbital_gap_ha": 0.3035,
  "elements": ["C", "C", "C", "N", "C", "C", "C", "H", "H", "H", "H", "H", "H", "H", "H", "H", "H", "H", "H", "H"],
  "coordinates": [[-2.22606, 0.32489, 1.72486], [-0.81181, 0.48924, 1.16992], [-0.77267, 0.23624, -0.33125], [0.48289, 0.69365, -0.95980], [0.61509, 0.16497, -2.34776], [1.78353, 0.29887, -0.64908], [2.04206, -1.04918, -0.01998], [-2.63692, -0.66060, 1.47539], [-2.90275, 1.08015, 1.30696], [-2.24256, 0.42756, 2.81445], [-0.43925, 1.49911, 1.38514], [-0.13082, -0.21233, 1.66491], [-1.57724, 0.82334, -0.80675], [-0.98679, -0.82342, -0.54177], [1.15588, 0.84390, -3.00074], [-0.37936, -0.05346, -2.74290], [1.12148, -0.81703, -2.31384], [2.60237, -1.60649, -0.79629], [2.80107, -0.90515, 0.75149], [1.23762, -1.71547, 0.32315]],
  "atomic_forces_ev_per_a": [[-0.043, -0.020, 0.014], [0.121, -0.030, 0.029], [0.021, -0.199, 0.094], [0.273, -0.204, 0.083], [-0.058, -0.101, -0.532], [0.004, -0.325, -0.051], [-0.109, 0.045, 0.243], [0.064, 0.122, 0.049], [0.123, -0.116, 0.055], [0.009, -0.010, -0.160], [-0.051, -0.148, -0.107], [-0.065, 0.110, 0.029], [0.275, -0.197, 0.027], [0.036, 0.004, 0.098], [-0.021, -0.011, 0.071], [-0.065, 0.319, 0.121], [-0.164, 0.161, -0.502], [-0.171, 0.365, 0.157], [-0.112, -0.049, 0.157], [-0.068, 0.286, 0.128]]
}



Entry 3:
{
  "formula": "C6H13N",
  "method": "the ωB97M-V functional and the def2-TZVPD basis",
  "total_energy_ev": -7912.713,
  "orbital_gap_ha": 0.1498,
  "elements": ["C", "N", "C", "C", "C", "C", "C", "H", "H", "H", "H", "H", "H", "H", "H", "H", "H", "H", "H", "H"],
  "coordinates": [[2.33582, -0.52919, 0.69147], [1.96058, 0.70977, 0.02090], [-0.59455, 1.10108, 0.14740], [-1.48708, 0.08061, 0.91641], [-2.88411, -0.01540, 0.57330], [0.77487, 0.69739, -0.75728], [0.62016, -0.57648, -1.58660], [1.48728, -0.87661, 1.41030], [3.07497, -0.24655, 1.47237], [2.59432, -1.55582, 0.19549], [-0.53086, 1.99508, 0.80792], [-1.18525, 1.60877, -0.65131], [-0.81095, -0.30163, 1.68778], [-1.52027, -0.52769, 0.00040], [-3.44361, -0.94595, 0.46443], [-3.49360, 0.54401, 1.26572], [1.14322, 1.38471, -1.55915], [-0.18694, -0.39226, -2.29298], [0.41151, -1.44528, -0.82260], [1.73449, -0.70853, -1.98395]],
  "atomic_forces_ev_per_a": [[-0.978, -0.842, 2.309], [-1.296, -1.154, 0.487], [-1.963, 3.866, -0.085], [2.604, -1.553, -3.186], [-1.473, 1.084, 3.623], [2.774, -0.777, -0.038], [1.538, -1.489, 2.272], [0.770, 0.451, -1.274], [0.169, -0.446, -0.975], [-0.200, 2.109, 0.070], [1.433, -0.479, -0.320], [-0.110, -0.715, -0.030], [-1.093, -0.573, 0.335], [1.694, -2.294, -0.417], [0.999, -0.358, -0.729], [-0.831, 1.575, -0.739], [-1.692, 1.041, 0.862], [0.279, -0.618, -0.346], [0.153, 1.280, -1.948], [-2.779, -0.109, 0.130]]
}



Entry 4:
{
  "formula": "C6H13N",
  "method": "the ωB97M-V functional and the def2-TZVPD basis",
  "total_energy_ev": -7921.022,
  "orbital_gap_ha": 0.3271,
  "smiles": "C=C(CCC)NC",
  "elements": ["C", "C", "C", "C", "C", "N", "C", "H", "H", "H", "H", "H", "H", "H", "H", "H", "H", "H", "H", "H"],
  "coordinates": [[-1.58226, -1.22633, -0.12720], [-0.39285, -0.60948, -0.39327], [0.64995, -0.25741, 0.60041], [0.10316, 0.26702, 1.95599], [-0.31873, 1.73144, 1.67378], [-0.18984, -0.18599, -1.71222], [1.04390, -0.44746, -2.42064], [-2.20296, -1.36068, -0.99861], [-1.74378, -1.34661, 0.92899], [1.08757, -1.31364, 0.77013], [1.57768, 0.27304, 0.41751], [0.83236, 0.03404, 2.74197], [-0.83013, -0.25306, 2.14327], [-1.22323, 1.63229, 1.10906], [-0.36092, 2.30724, 2.59412], [0.40927, 2.34857, 1.13219], [-0.94794, 0.07007, -2.31395], [1.98269, -0.55230, -1.91392], [1.10275, 0.30732, -3.19508], [1.00330, -1.41807, -2.99252]],
  "atomic_forces_ev_per_a": [[2.577, 1.492, 0.220], [-2.129, 0.553, -1.916], [1.221, -3.581, 2.271], [0.043, 0.311, -1.658], [1.490, -0.097, 1.147], [1.712, 0.344, 0.654], [-0.968, -1.090, -1.973], [-0.557, -0.461, 0.513], [-1.082, -0.573, -0.122], [-0.360, 1.243, 0.304], [-0.430, 0.618, -1.171], [-0.248, 0.569, -0.076], [0.146, -0.217, 0.565], [-0.645, 0.631, -0.117], [-0.975, -0.062, 0.256], [0.069, -0.642, -0.432], [-0.352, -0.382, 0.222], [0.128, 0.592, 1.033], [0.548, 0.262, -0.124], [-0.188, 0.489, 0.406]]
}



Entry 5:
{
  "formula": "C6H13N",
  "method": "the ωB97M-V functional and the def2-TZVPD basis",
  "total_energy_ev": -7919.825,
  "orbital_gap_ha": 0.3680,
  "smiles": "C/C=C/CN.C=C",
  "elements": ["C", "C", "C", "C", "N", "H", "H", "H", "H", "H", "H", "H", "H", "H", "C", "C", "H", "H", "H", "H"],
  "coordinates": [[-2.52478, 0.29923, -1.17434], [-1.12638, -0.11522, -0.88275], [-0.65120, -1.04865, -0.11631], [0.95412, -1.41315, -0.05031], [1.37495, -1.86298, 1.25545], [-3.21454, -0.10050, -0.43440], [-2.60900, 1.38594, -1.19182], [-2.82777, -0.05561, -2.15964], [-0.32768, 0.78675, -1.06986], [-1.18150, -1.67353, 0.58490], [0.92570, -2.30059, -0.69286], [1.61095, -0.73813, -0.61359], [2.26848, -2.33983, 1.22095], [1.43536, -1.09448, 1.91170], [1.18904, 1.32813, 1.08065], [0.71212, 1.96549, -0.01241], [2.21078, 0.98162, 1.13657], [0.56721, 1.16682, 1.94821], [-0.17753, 2.57587, 0.06989], [1.39168, 2.25284, -0.81002]],
  "atomic_forces_ev_per_a": [[-0.150, -0.221, 0.047], [1.543, 3.784, -0.488], [3.512, -1.193, 1.206], [-2.644, -0.541, -1.028], [-0.054, 0.258, 0.257], [-0.197, -0.068, 0.003], [-0.037, 0.005, 0.075], [-0.090, -0.022, -0.044], [-1.821, -2.845, -0.664], [-0.515, -0.470, -0.361], [0.201, -0.151, 0.092], [-0.332, 0.463, 0.392], [-0.102, 0.102, 0.018], [0.118, -0.097, -0.017], [-0.468, 0.982, -1.226], [1.669, 1.002, 2.135], [0.006, -0.214, -0.140], [-0.090, 0.029, 0.106], [-0.424, -0.472, -0.232], [-0.125, -0.331, -0.131]]
}



Entry 6:
{
  "formula": "C6H13N",
  "method": "the ωB97M-V functional and the def2-TZVPD basis",
  "total_energy_ev": -7920.000,
  "orbital_gap_ha": 0.3601,
  "smiles": "C/C=C/C[C@H](C)N",
  "elements": ["C", "C", "C", "C", "C", "C", "N", "H", "H", "H", "H", "H", "H", "H", "H", "H", "H", "H", "H", "H"],
  "coordinates": [[-2.67778, 1.38795, 1.81118], [-2.01729, 0.64599, 0.64015], [-0.79573, -0.02132, 0.59641], [0.06117, -0.04354, -0.64220], [1.60098, -0.13768, -0.83875], [2.01187, -1.39199, -1.79744], [2.23197, -0.32788, 0.45623], [-2.61574, 0.91879, 2.80628], [-3.77914, 1.47283, 1.66879], [-2.47364, 2.53476, 1.85620], [-2.21950, 1.06724, -0.41296], [-0.42203, -0.37475, 1.58493], [-0.17734, 0.83759, -1.30671], [-0.50549, -0.88642, -1.26157], [2.06597, 0.66471, -1.31069], [1.19677, -2.10643, -1.51671], [3.02114, -1.70382, -1.47234], [1.83605, -1.26496, -2.85617], [1.94247, -1.26806, 0.69931], [1.71530, -0.00302, 1.29606]],
  "atomic_forces_ev_per_a": [[-1.541, 0.725, -0.269], [3.089, 0.978, -1.718], [-1.539, 2.093, 2.207], [-2.300, -0.660, -4.265], [-0.830, -2.767, 0.728], [-1.787, 0.404, 2.659], [0.138, -1.319, 1.678], [0.615, 0.231, -0.416], [0.452, -0.495, -0.216], [0.565, -2.101, -0.106], [-0.356, -0.489, 1.741], [-0.010, 0.082, -0.832], [-0.372, -0.554, 0.986], [1.553, 1.214, 0.823], [0.094, 2.038, -0.546], [1.184, -0.203, -0.084], [-0.542, -0.052, -0.623], [0.497, 0.571, -0.231], [0.843, -1.153, -0.348], [0.249, 1.457, -1.170]]
}



Entry 7:
{
  "formula": "C6H13N",
  "method": "the ωB97M-V functional and the def2-TZVPD basis",
  "total_energy_ev": -7921.595,
  "orbital_gap_ha": 0.3727,
  "smiles": "C=C(CC)CCN",
  "elements": ["C", "C", "C", "C", "C", "C", "N", "H", "H", "H", "H", "H", "H", "H", "H", "H", "H", "H", "H", "H"],
  "coordinates": [[-0.55658, -1.81899, -0.61954], [-0.13602, -0.62954, -0.11647], [-1.24055, 0.33453, 0.28147], [-1.64222, 0.22234, 1.77899], [1.32096, -0.32459, 0.10837], [1.71275, 1.00417, -0.58579], [1.16350, 1.15793, -1.93168], [0.25489, -2.45068, -0.96428], [-1.44656, -2.28997, -0.23159], [-1.01024, 1.38718, 0.04327], [-2.14256, 0.04846, -0.25797], [-2.61537, 0.59806, 2.08665], [-0.83528, 0.59708, 2.41780], [-1.70940, -0.86465, 1.92187], [1.58237, -0.32095, 1.17597], [1.88610, -1.19304, -0.26246], [1.29871, 1.73272, 0.11036], [2.79493, 1.17561, -0.64999], [1.15051, 0.29643, -2.46676], [0.17005, 1.33791, -1.83822]],
  "atomic_forces_ev_per_a": [[2.131, 0.708, 1.462], [-1.394, -0.889, -0.041], [-0.600, 0.568, 0.996], [0.958, -1.132, -0.281], [0.442, -0.275, -1.008], [0.154, -0.706, 0.335], [-0.651, 0.358, 0.134], [-0.249, -0.483, 0.015], [-0.746, 0.253, -0.979], [0.001, -0.386, -0.072], [0.149, 0.195, -0.355], [0.107, 0.531, -0.339], [-0.319, 0.008, 0.101], [0.054, 0.160, 0.435], [-0.372, 0.295, -0.059], [-0.017, 0.284, -0.235], [0.054, 0.666, -0.514], [-0.202, -0.252, 0.303], [0.542, -0.199, 0.181], [-0.042, 0.295, -0.081]]
}



Entry 8:
{
  "formula": "C6H13N",
  "method": "the ωB97M-V functional and the def2-TZVPD basis",
  "total_energy_ev": -7922.317,
  "orbital_gap_ha": 0.3806,
  "smiles": "C=CCC[C@H](C)N",
  "elements": ["C", "C", "C", "C", "C", "C", "N", "H", "H", "H", "H", "H", "H", "H", "H", "H", "H", "H", "H", "H"],
  "coordinates": [[1.21493, 2.91379, 0.58559], [0.41609, 1.91636, 0.18478], [0.92003, 0.56567, -0.24564], [0.45377, -0.56927, 0.67824], [-0.78006, -1.37017, 0.21737], [-0.52851, -2.14424, -1.07671], [-1.97540, -0.54338, 0.06767], [0.80294, 3.87376, 0.88182], [2.29416, 2.80015, 0.62829], [-0.65699, 2.08781, 0.15512], [2.01774, 0.57440, -0.24555], [0.62032, 0.39330, -1.28382], [0.27223, -0.18112, 1.68976], [1.28488, -1.28015, 0.78114], [-0.99387, -2.10892, 0.99980], [-1.36665, -2.81595, -1.29458], [-0.40420, -1.48335, -1.94051], [0.37316, -2.76017, -0.99040], [-2.11115, 0.01704, 0.90823], [-1.85341, 0.11445, -0.70060]],
  "atomic_forces_ev_per_a": [[-0.603, -0.433, -0.168], [0.767, 0.610, 0.085], [0.085, 0.243, 0.169], [0.168, -0.636, 0.022], [0.235, 0.135, -0.066], [-0.047, -0.190, 0.040], [-0.168, 0.209, 0.044], [0.074, -0.103, -0.013], [-0.085, -0.029, -0.026], [0.024, -0.053, 0.029], [-0.211, 0.160, -0.037], [-0.053, -0.146, 0.037], [-0.009, 0.026, -0.190], [-0.121, 0.043, 0.046], [0.000, 0.102, -0.046], [0.093, 0.199, 0.067], [-0.001, 0.005, 0.109], [-0.084, 0.124, -0.007], [-0.041, -0.126, -0.197], [-0.023, -0.139, 0.101]]
}



Entry 9:
{
  "formula": "C6H13N",
  "method": "the ωB97M-V functional and the def2-TZVPD basis",
  "total_energy_ev": -7921.769,
  "orbital_gap_ha": 0.3847,
  "smiles": "C=CCC[C@H](C)N",
  "elements": ["C", "C", "C", "C", "C", "C", "N", "H", "H", "H", "H", "H", "H", "H", "H", "H", "H", "H", "H", "H"],
  "coordinates": [[0.97652, -3.11217, -0.28221], [0.58833, -2.06124, -0.98644], [-0.45883, -1.07428, -0.54637], [-0.14938, 0.42608, -0.71402], [-0.45086, 1.22816, 0.55089], [-0.52077, 2.73288, 0.25157], [0.62186, 1.01213, 1.53536], [1.37556, -3.99417, -0.76601], [0.87996, -3.13919, 0.79734], [0.83073, -2.01990, -2.04658], [-1.33877, -1.35652, -1.13396], [-0.79405, -1.32270, 0.46832], [-0.89535, 0.79397, -1.41851], [0.88236, 0.59544, -1.00622], [-1.43779, 0.95236, 0.90917], [-0.82748, 2.98277, -0.76450], [-1.12212, 3.21747, 1.01852], [0.47031, 3.19019, 0.31343], [0.30483, 0.83258, 2.48437], [1.06495, 0.11613, 1.33583]],
  "atomic_forces_ev_per_a": [[0.201, -0.084, 0.137], [-0.700, -0.102, -0.351], [0.332, -0.268, 0.380], [-1.291, -0.285, 0.551], [0.685, 0.767, -0.284], [0.677, 0.229, 0.060], [0.169, -1.118, 0.409], [0.596, 0.201, 0.084], [-0.454, -0.186, -0.021], [-0.052, -0.093, -0.023], [0.041, 0.249, -0.180], [0.373, 0.179, 0.137], [0.607, 0.227, -0.552], [0.027, 0.165, -0.348], [-0.200, -0.404, 0.214], [-0.658, -0.161, 0.130], [-0.212, 0.235, -0.237], [0.098, -0.277, 0.206], [-0.388, 0.546, -0.064], [0.150, 0.181, -0.249]]
}



Entry 10:
{
  "formula": "C6H13N",
  "method": "the ωB97M-V functional and the def2-TZVPD basis",
  "total_energy_ev": -7921.569,
  "orbital_gap_ha": 0.3303,
  "smiles": "C=C(CCC)NC",
  "elements": ["C", "C", "C", "C", "C", "N", "C", "H", "H", "H", "H", "H", "H", "H", "H", "H", "H", "H", "H", "H"],
  "coordinates": [[-1.77048, -1.23077, 0.27792], [-0.94779, -0.41057, -0.41107], [-0.42281, 0.84966, 0.22332], [0.95030, 0.84727, 0.89858], [1.02117, 0.14337, 2.27008], [-0.81208, -0.53336, -1.81042], [0.44800, -0.18853, -2.42313], [-2.13596, -2.20635, 0.00444], [-2.22759, -0.71065, 1.10790], [-1.11603, 1.24307, 0.97382], [-0.36793, 1.56817, -0.60989], [1.75990, 0.41025, 0.31531], [1.12618, 1.90334, 1.16018], [0.93369, 0.89604, 3.06997], [2.04018, -0.16544, 2.53403], [0.33951, -0.70954, 2.37009], [-1.30565, -1.37766, -2.05854], [0.87759, 0.74954, -2.10202], [1.27958, -0.91324, -2.27192], [0.33021, -0.16459, -3.51866]],
  "atomic_forces_ev_per_a": [[0.372, 1.087, 0.268], [-1.084, -0.242, -0.193], [0.214, 0.453, -0.818], [0.159, -0.167, 1.187], [0.458, 0.407, 0.621], [0.524, 0.268, 1.747], [0.875, -1.361, -1.344], [-0.116, 0.030, -0.445], [0.149, -0.682, 0.657], [-0.186, -0.204, -0.240], [-0.153, 0.168, 0.439], [-0.147, 0.409, -0.547], [0.470, -0.276, -0.698], [-1.013, -0.324, -0.115], [-0.045, -0.489, -0.654], [0.125, 0.312, 0.143], [0.459, -0.060, -0.791], [-0.482, 0.402, 0.192], [-0.488, 0.014, 0.225], [-0.092, 0.255, 0.366]]
}